This record from the OMol25 dataset describes a 3-piece molecular cluster, CH7OS2 overall in a non-equilibrium geometry. The level of theory is ωB97M-V/def2-TZVPD.

Calculated values
Highest occupied orbital energy (spin up / spin down) = -9.080 / -9.096 eV
⟨S²⟩ = 0.75
Multiplicity = 2
HOMO-LUMO gap (spin up / spin down) = 0.36054 / 0.25441 Eh
Energy above the lowest of the compared OMol25 structures with the same formula, charge and spin = 11.1 kcal per mole

Geometry as XYZ:
```
11
Properties=species:S:1:pos:R:3:forces:R:3
O -0.93590 1.68093 3.92113 0.242 0.013 -0.080
H 0.61654 0.06464 -0.08508 1.583 0.980 1.130
H -1.84234 1.37268 3.99748 -0.014 0.111 0.163
H -0.75348 2.24273 4.68207 -0.231 -0.120 -0.053
C -0.30962 -2.30149 -2.67253 0.813 -0.531 -2.700
S -0.37327 -1.12804 -1.38022 -0.743 -0.321 -0.117
S 0.99603 1.33331 0.37179 -1.738 0.547 -0.832
H 0.48126 -3.09245 -2.57337 -0.238 1.173 -0.218
H -0.29427 -1.73310 -3.71156 0.459 -1.078 2.006
H -1.18521 -2.92308 -2.83499 -0.760 0.274 0.546
H 2.15956 1.30718 0.98281 0.627 -1.049 0.156
```
Forces are in eV/Å.

This record from the OMol25 dataset describes CH8AgO7 as an isolated structure in a non-equilibrium geometry. The level of theory is ωB97M-V/def2-TZVPD.

Calculated values
Highest occupied orbital energy (spin up / spin down) = -4.709 / -8.279 eV
⟨S²⟩ = 0.75
Multiplicity = 2
HOMO-LUMO gap (spin up / spin down) = 0.15559 / 0.28128 Eh

Geometry as XYZ:
```
17
Properties=species:S:1:pos:R:3:forces:R:3
Ag 0.08427 -0.08277 -0.08663 -1.294 -0.515 -3.469
C 0.51012 0.10080 2.01904 -2.272 1.791 7.817
O -0.08885 0.96069 1.20931 -1.180 9.526 10.929
O 0.44942 0.17556 3.28913 0.837 0.101 -3.269
O 0.84938 -0.89442 1.33883 5.017 -5.840 4.816
O -0.97542 0.94764 -1.14304 -5.406 4.932 -5.661
H -1.27434 0.81591 -2.06978 -0.277 0.317 0.247
H -1.64373 1.49674 -0.68758 0.037 0.104 -0.235
O 0.44081 -1.33042 -1.16640 4.335 -10.135 -11.710
H 0.88782 -0.98707 -2.02394 -0.703 -1.508 1.845
H 1.03503 -2.00127 -0.77124 -0.171 0.126 -0.462
O -1.84410 -1.09344 0.55478 -1.896 -1.294 0.502
H -2.72051 -0.73033 0.62410 -0.812 0.258 -0.145
H -1.67300 -1.35181 1.46202 0.400 -0.238 0.435
O 1.69331 1.08835 -0.80676 1.494 -0.031 1.317
H 1.95356 1.47751 -1.57052 1.265 2.142 -4.023
H 2.31620 1.40832 -0.17132 0.625 0.264 1.065
```
Forces are in eV/Å.

This record from the OMol25 dataset describes CH8As as an isolated structure in a non-equilibrium geometry. The level of theory is ωB97M-V/def2-TZVPD.

Calculated values
Highest occupied orbital energy = -2.651 eV
Charge = -1
HOMO-LUMO gap = 0.28822 Eh

Geometry as XYZ:
```
10
Properties=species:S:1:pos:R:3:forces:R:3
C -0.03187 0.88759 -0.88563 -0.792 1.015 -1.656
As 0.06014 -0.55737 0.55203 -0.664 0.792 -0.025
H -0.41070 0.34646 -1.87912 1.087 1.171 1.827
H -0.88546 1.67279 -0.61393 1.936 -1.361 -0.457
H 1.02821 1.37091 -0.99763 -1.948 -0.600 -0.081
H -1.31736 -1.06992 0.00551 -0.576 -0.366 -0.379
H -0.71181 0.44563 1.48958 -0.433 0.188 0.629
H 1.37436 0.00080 1.15740 0.881 0.295 0.207
H 0.87937 -1.41228 -0.44739 0.363 -0.675 -0.537
H 0.01511 -1.68463 1.61918 0.147 -0.459 0.473
```
Forces are in eV/Å.